The following is a DFT calculation (ωB97M-V/def2-TZVPD) of H18HgO9 as an isolated structure at a distorted geometry.

energy relative to the best compared isomer or geometry (same formula, charge and spin)	0.0	kcal/mol
charge	+2

Positions of all 28 atoms, in Å:
Hg -7.8130 -29.9230 -14.4290
O -6.4430 -28.9020 -16.1440
O -8.2060 -31.8980 -12.8490
O -5.8030 -30.3520 -13.3880
O -7.1080 -31.7490 -15.7800
O -8.5590 -29.2180 -12.2880
O -10.0490 -30.9870 -14.8770
O -6.4570 -27.4870 -13.6870
O -8.8630 -30.0610 -17.2320
O -9.2410 -27.9900 -15.0200
H -10.7820 -30.6560 -14.3660
H -10.4310 -31.0940 -15.7690
H -6.2340 -31.5570 -16.0740
H -6.7040 -28.9820 -17.0760
H -5.0670 -29.7460 -13.2130
H -8.2350 -28.3810 -11.9980
H -9.6000 -27.5220 -14.2310
H -7.5640 -32.0740 -12.1380
H -9.0190 -32.3000 -12.5230
H -8.3510 -29.8330 -11.5880
H -6.0770 -27.2560 -14.5310
H -8.6000 -30.7950 -17.7800
H -5.5140 -31.1680 -13.0600
H -7.1140 -32.6830 -15.6410
H -5.4850 -28.6360 -16.1070
H -9.5010 -29.6140 -17.7750
H -10.0310 -28.3060 -15.5080
H -6.0400 -26.8610 -13.1560

=====

The following is a DFT calculation (ωB97M-V/def2-TZVPD) of a 8-piece molecular cluster, H18NO7 overall at a distorted geometry.

energy relative to the best compared isomer or geometry (same formula, charge and spin)	83.2	kcal/mol
charge	+1

Positions of all 26 atoms, in Å:
O -0.5684 0.8327 -4.0042
O -1.0538 0.9241 4.0509
O -1.4288 -0.4595 0.9470
O 0.2710 -3.5223 0.7423
O -3.3011 0.5914 -1.1607
O 2.1675 2.5922 -1.8234
O 2.5521 0.5206 0.0708
N 0.9828 -1.0349 0.9350
H -0.2835 -4.2503 1.0345
H -2.0112 -0.6634 0.1573
H 0.9759 -3.9762 0.2974
H 2.3117 0.8997 -0.7349
H 0.9834 -0.4263 1.7366
H -1.9133 -0.0189 1.6361
H -0.7160 1.7536 4.4205
H -1.5686 0.5052 4.6723
H 2.1659 3.1712 -1.0458
H -0.1219 1.2896 -4.7105
H 0.3518 -1.8476 1.3106
H 0.4988 -0.5022 0.2494
H -2.5243 0.6188 -1.5798
H -0.5761 0.0020 -4.1606
H 1.5224 2.9687 -2.3249
H 1.9215 -1.2982 0.8252
H 3.5410 0.4242 -0.0249
H -4.1788 0.9057 -1.5163

=====

The following is a DFT calculation (ωB97M-V/def2-TZVPD) of a 8-piece molecular cluster, H18NO7 overall at a distorted geometry.

energy relative to the best compared isomer or geometry (same formula, charge and spin)	96.0	kcal/mol
charge	+1

Positions of all 26 atoms, in Å:
O 26.0630 54.6780 42.4760
O 30.5390 50.3540 43.7800
O 29.8620 53.8620 41.7460
O 26.1660 52.5720 40.3420
O 30.2480 50.8360 40.9830
O 27.1300 52.0220 45.4400
O 26.0180 49.3100 43.1040
N 27.7460 52.0910 42.5290
H 27.8390 51.8100 45.9830
H 26.6530 53.0070 39.6020
H 25.0670 49.4990 43.3010
H 28.1210 51.5260 41.5950
H 30.6100 49.3830 43.7420
H 30.4770 50.2760 42.8070
H 26.2090 48.8080 42.3300
H 25.6920 54.5450 43.3970
H 29.7210 54.3610 41.0530
H 31.1090 51.4350 41.2030
H 26.5300 52.3850 46.1160
H 30.1580 54.5310 42.2370
H 30.4600 50.6490 40.1480
H 26.3270 55.5900 42.4840
H 26.1570 53.3480 41.0750
H 27.7840 53.1260 42.1810
H 26.8830 51.7180 42.8640
H 28.5960 51.8280 43.1600

=====

The following is a DFT calculation (ωB97M-V/def2-TZVPD) of H18O9 as an isolated structure at a distorted geometry.

energy relative to the best compared isomer or geometry (same formula, charge and spin)	413.1	kcal/mol
charge	0

Positions of all 27 atoms, in Å:
O -0.2292 0.3519 0.1222
O 1.6680 0.6904 0.1835
O 0.4490 0.1879 -1.7969
O -1.0159 2.6130 0.9881
O 0.6972 -0.4384 2.2828
O 0.5333 -1.8295 -0.1084
O -2.4865 0.3950 0.0349
O -2.0272 -1.3653 -0.6428
O 2.1569 -0.6146 -1.4437
H -0.2706 -0.6032 0.1692
H 0.7043 0.5481 0.0427
H 1.2032 -0.6347 -1.5230
H -0.1643 -0.0592 -1.1047
H -2.0801 -0.4430 -0.3922
H -1.6940 0.7035 -0.4044
H 0.4588 1.1449 -1.7784
H -0.7574 1.7186 0.7658
H 0.6415 -2.2511 0.7441
H 0.3023 -1.0307 1.6429
H -2.7134 -1.7930 -0.1305
H 2.5283 0.6286 0.5987
H -1.9255 2.5354 1.2759
H 2.4021 0.2682 -1.7207
H 1.3430 -0.9761 2.7410
H -2.8792 1.1858 0.4046
H 1.8144 0.3992 -0.7165
H 1.3412 -1.3318 -0.2342

=====

The following is a DFT calculation (ωB97M-V/def2-TZVPD) of H18O9 as an isolated structure at a distorted geometry.

energy relative to the best compared isomer or geometry (same formula, charge and spin)	288.3	kcal/mol
charge	0

Positions of all 27 atoms, in Å:
O 20.2792 16.5833 13.7792
O 20.2492 18.2449 17.6157
O 18.9984 19.7003 16.6100
O 19.7092 16.3444 16.2971
O 20.5112 20.5660 15.2661
O 19.3570 18.2026 15.0908
O 17.2438 20.5604 15.5435
O 18.5134 15.3754 14.9674
O 16.9624 17.9662 15.4513
H 20.9257 20.4646 16.1229
H 20.4321 18.2962 18.5539
H 19.3293 18.9141 15.7305
H 20.4944 16.1157 16.7945
H 19.1764 15.6805 15.5867
H 21.0416 16.3686 14.3167
H 19.5813 20.2281 16.0642
H 17.4155 21.3825 16.0028
H 17.9312 19.9676 15.8475
H 18.9828 16.1207 16.8790
H 18.3354 16.1350 14.4128
H 19.9456 17.3998 14.1511
H 16.5472 17.7485 14.6168
H 17.6180 18.6270 15.2280
H 20.8955 21.3655 14.9067
H 19.4913 17.4133 15.6153
H 19.5571 19.3808 17.3185
H 20.9331 17.6719 17.2689

=====

The following is a DFT calculation (ωB97M-V/def2-TZVPD) of a 9-piece molecular cluster, H18O9 overall.

SMILES	O.O.O.O.O.O.O.O.O
energy relative to the best compared isomer or geometry (same formula, charge and spin)	48.2	kcal/mol
charge	0

Positions of all 27 atoms, in Å:
O -1.9004 0.0049 -2.1732
O -0.0576 2.0077 -3.1167
O 3.3570 0.2111 -0.6272
O -3.3835 0.0881 3.1135
O 0.0465 -2.7439 -0.6833
O 1.4019 2.4093 -0.9220
O -0.1752 0.0382 0.1366
O 2.5761 -0.4889 2.1524
O -0.9511 -1.0326 2.5362
H -4.1759 -0.2757 2.7186
H -0.5777 -0.0799 -0.7238
H 2.5441 0.6133 -0.9334
H 3.0496 0.3367 2.2544
H -0.1577 -3.5842 -0.2729
H -0.6439 1.4902 -2.5648
H -0.6411 -0.3610 3.1437
H 0.7842 2.0176 -0.3044
H -0.6315 2.3994 -3.7751
H -2.7537 0.2440 -2.5349
H 0.9400 2.4023 -1.7603
H -1.6907 -0.8327 -2.5864
H 0.9738 -2.6027 -0.4925
H 2.0627 -0.3738 1.3527
H -0.2688 -1.7039 2.5521
H 3.5953 0.7142 0.1514
H -2.6651 -0.3406 2.6484
H -0.6572 -0.5570 0.7108

=====

> Look up the energy relative to the best compared isomer or geometry (same formula, charge and spin) of the sixth one.

48.2 kcal/mol

=====

> What is the formula in the first record?

H18HgO9

=====

> Which formula does entry 6 have?

H18O9

=====

> Number 4 is which compound?

H18O9